Run a
This record from the OMol25 dataset describes the ion C7H14N with charge +1. The level of theory is ωB97M-V/def2-TZVPD.

CARTESIAN COORDINATES (ANGSTROEM)
C: -1.74 -0.36 -1.01
C: -2.20 0.41 0.27
C: -1.13 0.75 1.25
C: 0.04 1.65 0.68
C: 1.26 1.08 0.20
C: 1.69 -0.24 0.10
C: 3.06 -0.58 -0.38
N: -1.17 -1.67 -0.68
H: -2.61 -0.59 -1.75
H: -1.02 0.23 -1.56
H: -3.02 1.18 0.02
H: -2.82 -0.40 0.82
H: -1.30 1.27 2.16
H: -0.11 2.78 0.65
H: 1.94 1.92 -0.09
H: 1.07 -0.96 0.72
H: 3.10 -1.36 -1.20
H: 3.56 0.30 -0.64
H: 3.62 -1.06 0.44
H: -0.59 -0.09 1.43
H: -1.34 -2.42 -1.34
H: -0.28 -1.84 -0.11

Values from the calculation:
Charge: +1
E_LUMO in eV: -6.705
Kohn-Sham gap in eV: 5.90
HOMO energy in eV: -12.6

---

Run b
This record from the OMol25 dataset describes a structure of composition C7H14N. The level of theory is ωB97M-V/def2-TZVPD.

CARTESIAN COORDINATES (ANGSTROEM)
C: 0.26 2.24 -0.33
C: -0.66 0.92 -0.32
C: -0.11 -0.30 0.32
C: 0.00 -0.27 1.81
C: 0.18 -2.66 0.28
C: -0.17 -1.53 -0.40
C: -0.11 -1.57 -1.92
N: 0.35 2.70 1.12
H: 1.05 1.99 -1.04
H: -0.46 2.83 -0.91
H: -1.64 1.21 0.05
H: -0.76 0.65 -1.37
H: 0.89 -0.72 2.24
H: -0.07 0.78 2.10
H: 0.14 -2.75 1.35
H: 0.25 -3.61 -0.24
H: 0.44 -2.47 -2.17
H: -1.11 -1.52 -2.34
H: 0.51 -0.79 -2.35
H: 1.06 1.95 0.76
H: -0.84 -0.70 2.35
H: 0.81 3.61 1.04

Values from the calculation:
Charge: +1
E_LUMO in eV: -6.620
Kohn-Sham gap in eV: 7.74
HOMO energy in eV: -14.4

---

Run c
This record from the OMol25 dataset describes the ion C7H14N with charge +1. The level of theory is ωB97M-V/def2-TZVPD.

CARTESIAN COORDINATES (ANGSTROEM)
C: 2.14 -1.04 -0.50
C: 0.64 -0.65 -0.58
C: 0.10 0.27 0.46
C: 0.67 0.67 1.63
C: -3.62 0.09 -0.31
C: -2.28 -0.12 0.23
C: -1.25 0.73 0.01
N: 2.93 0.26 -0.24
H: 2.58 -1.21 -1.51
H: 2.48 -1.79 0.22
H: -0.10 -1.55 -0.46
H: 0.41 -0.45 -1.60
H: 0.17 1.23 2.42
H: 1.59 0.26 2.01
H: -3.71 0.70 -1.18
H: -4.22 -0.81 -0.60
H: -4.28 0.75 0.28
H: -2.18 -1.00 0.93
H: -1.19 1.74 -0.51
H: 2.24 1.03 0.14
H: 3.76 0.07 0.28
H: 3.13 0.84 -1.14

Values from the calculation:
Charge: +1
E_LUMO in eV: -3.573
Kohn-Sham gap in eV: 9.06
HOMO energy in eV: -12.6
SMILES string: C=C(/C=C/C)CC[NH3+]

---

We find run c to be the most stable, with the next structure 1.096 eV higher.

---

Run a
This record from the OMol25 dataset describes a cluster of 2 separate species, CH3IOS2 in total. The level of theory is ωB97M-V/def2-TZVPD.

CARTESIAN COORDINATES (ANGSTROEM)
C: -0.74 1.08 0.03
O: -0.55 -1.23 -1.31
S: 2.83 -1.28 0.66
S: -0.05 0.15 -1.41
I: 0.93 -2.49 1.06
H: 0.23 1.32 0.51
H: -1.23 1.97 -0.17
H: -1.42 0.48 0.64

Values from the calculation:
Charge: 0
E_LUMO (alpha / beta) in eV: -0.923 / -2.352
Kohn-Sham gap (alpha / beta) in eV: 7.93 / 6.23
HOMO energy (alpha / beta) in eV: -8.9 / -8.6

---

Run b
This record from the OMol25 dataset describes an isolated molecule of CH3IOS2. The level of theory is ωB97M-V/def2-TZVPD.

CARTESIAN COORDINATES (ANGSTROEM)
C: -0.22 0.60 -0.79
O: 1.88 0.05 0.96
S: 0.16 -2.41 0.65
S: 0.37 -0.55 0.64
I: -2.21 0.07 -1.37
H: -0.34 1.64 -0.41
H: 0.57 0.39 -1.42
H: -0.21 0.21 1.74

Values from the calculation:
Charge: 0
E_LUMO in eV: -0.281
Kohn-Sham gap in eV: 9.55
HOMO energy in eV: -9.8
SMILES string: O=[S@H](=S)CI

---

We find run a to be the most stable, with the next structure 0.831 eV higher.

---

Run a
This record from the OMol25 dataset describes an isolated molecule of C6H11NOS. The level of theory is ωB97M-V/def2-TZVPD.

CARTESIAN COORDINATES (ANGSTROEM)
C: -0.10 -0.87 -0.15
C: -0.59 0.34 0.42
C: -0.14 0.46 -2.03
C: 0.15 1.22 2.62
C: 1.01 -1.64 -2.25
C: -0.93 0.54 1.88
N: 0.08 -0.84 -1.51
O: 0.17 2.73 -0.21
S: -0.78 1.74 -0.73
H: 0.07 -1.78 0.36
H: 0.78 0.91 -2.29
H: -0.81 0.34 -3.03
H: 0.23 2.13 2.01
H: 1.07 0.55 2.53
H: -0.26 1.34 3.64
H: 1.98 -1.28 -1.91
H: 0.88 -2.70 -2.00
H: 0.90 -1.55 -3.33
H: -1.85 1.12 1.96
H: -1.21 -0.30 2.49

Values from the calculation:
Charge: 0
E_LUMO in eV: 0.730
Kohn-Sham gap in eV: 8.64
HOMO energy in eV: -7.9

---

Run b
This record from the OMol25 dataset describes a cluster of 2 separate species, C6H11NOS in total. The level of theory is ωB97M-V/def2-TZVPD.

CARTESIAN COORDINATES (ANGSTROEM)
C: -1.27 -1.05 1.54
C: 0.55 -0.42 -0.29
C: 0.70 1.79 0.63
C: -0.98 1.22 -1.23
C: 0.46 -2.76 0.23
C: 0.42 1.05 -0.61
N: 0.83 -1.60 -0.39
O: 1.34 1.49 -1.64
S: -2.70 -0.90 0.87
H: -1.09 -0.66 2.56
H: 0.30 2.74 0.52
H: 0.16 1.33 1.56
H: 1.79 1.83 0.77
H: -1.22 0.29 -1.77
H: -1.67 1.59 -0.49
H: -0.90 1.97 -1.97
H: 1.35 -3.26 0.74
H: 0.05 -3.35 -0.57
H: -0.37 -2.66 0.96
H: 2.25 1.33 -1.41

Values from the calculation:
Charge: 0
E_LUMO (alpha / beta) in eV: 0.238 / 0.074
Kohn-Sham gap (alpha / beta) in eV: 7.02 / 6.30
HOMO energy (alpha / beta) in eV: -6.8 / -6.2

---

We find run a to be the most stable, with the next structure 2.866 eV higher.

---

Run a
This record from the OMol25 dataset describes a structure of composition H2I2P2. The level of theory is ωB97M-V/def2-TZVPD.

CARTESIAN COORDINATES (ANGSTROEM)
P: -0.72 -0.75 -0.15
P: -0.16 -2.55 0.78
I: 0.27 -3.63 -1.38
I: -2.63 0.19 -1.61
H: -0.70 0.21 0.84
H: 0.27 -0.27 -0.99

Values from the calculation:
Charge: 0
E_LUMO in eV: -1.492
Kohn-Sham gap in eV: 6.60
HOMO energy in eV: -8.1

---

Run b
This record from the OMol25 dataset describes an isolated molecule of H2I2P2. The level of theory is ωB97M-V/def2-TZVPD.

CARTESIAN COORDINATES (ANGSTROEM)
P: 0.24 -0.31 -0.23
P: -1.81 -0.50 0.35
I: -1.91 1.60 1.77
I: 2.78 -0.82 0.43
H: 0.27 -0.95 -1.39
H: 0.44 0.99 -0.94

Values from the calculation:
Charge: 0
E_LUMO in eV: -2.111
Kohn-Sham gap in eV: 6.11
HOMO energy in eV: -8.2
SMILES string: IP=[PH2]I

---

We find run a to be the most stable, with the next structure 0.545 eV higher.

---

Run a
This record from the OMol25 dataset describes an isolated molecule of C23H32N2O4. The level of theory is ωB97M-V/def2-TZVPD.

CARTESIAN COORDINATES (ANGSTROEM)
C: 5.56 2.45 0.36
C: 4.58 1.31 0.39
C: 4.59 0.27 -0.49
C: 3.59 -0.76 -0.37
C: 3.47 -1.86 -1.24
C: 2.48 -2.79 -1.08
C: 1.56 -2.68 -0.02
C: 1.67 -1.62 0.87
C: 2.67 -0.67 0.68
O: 2.68 0.36 1.55
C: 3.58 1.39 1.45
O: 3.49 2.29 2.25
H: 1.00 -1.49 1.70
O: 0.59 -3.63 0.01
C: -0.37 -3.61 1.05
C: -1.29 -4.81 0.84
H: -1.79 -4.73 -0.13
H: -2.04 -4.83 1.62
H: -0.71 -5.73 0.86
C: -1.22 -2.32 1.07
O: -1.70 -1.91 2.10
N: -1.37 -1.76 -0.14
H: -0.89 -2.21 -0.91
C: -1.93 -0.44 -0.39
C: -1.12 0.63 0.35
H: -0.07 0.58 0.04
H: -1.18 0.41 1.41
C: -1.67 2.04 0.11
N: -3.10 2.04 0.35
H: -3.48 2.97 0.21
C: -3.98 1.03 -0.19
C: -3.38 -0.36 0.06
H: -3.98 -1.12 -0.45
H: -3.41 -0.56 1.13
C: -5.30 1.15 0.60
H: -5.79 2.09 0.38
H: -5.08 1.11 1.66
H: -5.97 0.34 0.34
C: -4.32 1.22 -1.69
H: -5.13 0.55 -1.97
H: -4.63 2.24 -1.87
H: -3.47 1.00 -2.33
C: -1.05 2.98 1.16
H: 0.03 2.90 1.16
H: -1.33 4.01 0.96
H: -1.42 2.71 2.15
C: -1.25 2.55 -1.29
H: -0.18 2.73 -1.31
H: -1.76 3.50 -1.50
H: -1.50 1.85 -2.07
H: -1.86 -0.29 -1.47
H: 0.12 -3.69 2.03
H: 2.38 -3.62 -1.76
H: 4.16 -1.96 -2.06
C: 5.60 0.16 -1.59
H: 5.10 0.19 -2.56
H: 6.32 0.98 -1.55
H: 6.13 -0.78 -1.51
H: 6.57 2.09 0.50
H: 5.31 3.14 1.16
H: 5.51 2.98 -0.59

Values from the calculation:
Charge: 0
E_LUMO in eV: 0.228
Kohn-Sham gap in eV: 8.59
HOMO energy in eV: -8.4
SMILES string: Cc1c(C)c2ccc(O[C@H](C)C(=O)NC3CC(C)(C)NC(C)(C)C3)cc2oc1=O

---

Run b
This record from the OMol25 dataset describes a structure of composition C23H32N2O4. The level of theory is ωB97M-V/def2-TZVPD.

CARTESIAN COORDINATES (ANGSTROEM)
C: -1.11 -1.40 8.92
O: -0.17 -1.09 7.80
C: 0.89 -2.13 7.69
C: 1.57 -1.91 6.51
C: 0.82 -2.48 5.45
O: -0.05 -3.55 5.64
N: 1.16 -2.50 4.23
C: 2.40 -1.31 3.82
H: 2.94 -0.99 4.71
C: 1.62 -0.19 3.02
H: 2.58 0.38 2.75
H: 1.09 0.27 3.80
C: 0.81 -0.57 1.86
C: -0.03 -1.89 2.20
C: 0.68 -2.82 3.05
H: -0.16 -3.79 3.43
H: 1.19 -3.40 2.34
H: -0.69 -2.30 1.41
H: -0.72 -1.32 2.78
O: 0.26 0.24 1.22
C: -0.15 0.36 0.01
C: -0.87 1.22 -0.43
C: -1.33 1.39 -1.80
C: -1.25 0.24 -2.64
C: -0.27 -0.56 -2.20
C: -0.01 -0.74 -1.01
H: 0.34 -1.58 -0.59
H: -0.24 -1.56 -2.95
C: -1.87 0.37 -3.97
O: -2.98 0.03 -4.34
N: -0.86 1.02 -4.98
C: 0.40 1.64 -4.65
C: 0.77 2.11 -6.11
C: -0.09 1.28 -6.98
C: -1.41 1.18 -6.30
H: -1.83 0.23 -6.74
C: -1.99 2.66 -6.55
H: -3.18 2.21 -6.18
C: -1.25 3.59 -5.89
H: -1.60 4.43 -6.16
H: -1.57 3.49 -4.91
C: 0.18 3.28 -6.17
H: 0.34 3.84 -7.16
H: 0.63 4.26 -5.50
H: -2.08 2.69 -7.53
H: -0.11 1.69 -8.18
H: 0.34 0.26 -7.13
H: 1.67 2.19 -6.31
H: 0.50 2.32 -3.93
H: 1.09 0.60 -4.34
H: -1.89 2.39 -2.12
H: -0.97 2.28 0.18
H: 1.73 -1.06 0.94
H: 2.92 -1.91 3.04
H: 1.50 -0.93 6.24
H: 2.58 -2.57 6.55
H: 1.48 -2.04 8.77
H: 0.32 -3.22 7.91
H: -1.55 -2.33 8.79
H: -0.73 -1.58 9.76
H: -1.79 -0.38 8.94

Values from the calculation:
Charge: 0
E_LUMO in eV: 0.546
Kohn-Sham gap in eV: 9.08
HOMO energy in eV: -8.5

---

We find run a to be the most stable, with the next structure 23.487 eV higher.